Arrangement w

Molecular formula: C45H47As2CaN7O4PS
Method: DFT, ωB97M-V/def2-TZVPD

Values from the calculation:
LUMO level in eV: -2.21
Orbital gap in eV: 7.97
M in g/mol: 1002.9
HOMO in eV: -10.181

```
! RIJCOSX wB97M-V def2-TZVPD def2/J DEFGRID3
* xyz 1 1
Ca 0.22777 0.12873 -0.05930
O -0.73690 -2.65127 1.20376
N 0.01221 -2.35740 0.05174
C 0.35074 -3.42528 -0.54481
C 1.18373 -3.62771 -1.74784
C 1.66233 -4.93552 -1.85403
C 2.50542 -5.32569 -2.87700
C 2.88054 -4.40303 -3.84012
C 2.39499 -3.10688 -3.76463
C 1.54892 -2.69776 -2.73624
P 0.85246 -1.00296 -2.78664
C -0.44010 -1.16677 -4.05831
C -1.76096 -1.12638 -3.61574
C -2.81054 -1.30820 -4.50733
C -2.54302 -1.51261 -5.85246
C -1.22790 -1.54195 -6.30271
C -0.18115 -1.37351 -5.41068
C 2.16116 0.00117 -3.56258
C 3.46421 -0.05804 -3.06814
C 4.43763 0.79635 -3.56428
C 4.12081 1.72460 -4.54684
C 2.82142 1.80727 -5.02647
C 1.84522 0.95233 -4.53426
H -0.37668 -2.02867 1.88447
H 0.03831 -4.35163 -0.06224
H 1.37351 -5.66204 -1.10410
H 2.86409 -6.34505 -2.91919
H 3.53974 -4.68920 -4.64856
H 2.68831 -2.38807 -4.51789
H -1.96012 -0.95810 -2.56301
H -3.83344 -1.28809 -4.15388
H -3.35541 -1.64716 -6.55421
H -1.01986 -1.69897 -7.35285
H 0.83890 -1.39293 -5.77441
H 3.71599 -0.76494 -2.28685
H 5.44792 0.73652 -3.18034
H 4.88418 2.38633 -4.93521
H 2.56523 2.54013 -5.78073
H 0.83360 1.01898 -4.91675
N 7.80714 2.56614 3.26047
C 6.66198 2.06726 2.70414
C 5.50594 2.86066 2.62508
C 4.36178 2.36745 2.03903
C 4.36062 1.07557 1.52191
C 5.49032 0.27218 1.59276
C 6.63531 0.76827 2.17799
S 2.90434 0.45467 0.82732
O 3.15343 -0.82189 0.19246
O 2.35547 1.46712 -0.09300
N 1.71712 0.31390 1.87478
C 1.74817 -0.56731 2.92661
N 2.85540 -0.69767 3.66200
C 2.78327 -1.46652 4.73593
C 1.62095 -2.11789 5.12379
C 0.54756 -1.96982 4.27217
N 0.59899 -1.21782 3.17246
H 7.77181 3.42445 3.77842
H 8.57143 1.94731 3.45801
H 5.52099 3.86593 3.02752
H 3.46853 2.97542 1.98059
H 5.45805 -0.73142 1.19264
H 7.52520 0.15378 2.23615
H 3.69831 -1.56288 5.31095
H 1.56801 -2.72744 6.01219
H -0.39000 -2.48573 4.45072
C -4.28808 -1.22644 -0.95035
As -3.00688 -0.36241 0.23803
C -3.50597 -1.28109 1.88907
C -3.93293 1.33441 0.57828
C -5.27306 1.51512 0.23967
C -5.91579 2.71806 0.49490
C -5.22668 3.75812 1.10230
C -3.89471 3.58877 1.44699
C -3.24000 2.38885 1.18659
As -1.35625 2.16739 1.62106
C -0.69265 3.97511 1.31272
C -1.40096 2.13759 3.56612
H -5.24140 -1.40312 -0.45601
H -3.86360 -2.18404 -1.25184
H -4.44317 -0.61551 -1.83970
H -4.56986 -1.16342 2.08768
H -2.93133 -0.85235 2.71107
H -3.24924 -2.33429 1.79761
H -5.83041 0.71451 -0.22887
H -6.95564 2.84041 0.22150
H -5.72329 4.69771 1.30556
H -3.36056 4.40464 1.91852
H -1.08232 4.69216 2.03315
H -0.96801 4.28694 0.30564
H 0.39451 3.94881 1.38755
H -1.93380 2.99687 3.97024
H -0.36998 2.13988 3.92016
H -1.88068 1.21933 3.90165
N 2.54362 4.15453 -2.34618
C 1.46872 4.37277 -3.14208
O 1.47761 5.16628 -4.06246
C 0.21838 3.60080 -2.82389
C -0.97701 3.96299 -3.42632
C -2.11376 3.21865 -3.15333
C -2.01757 2.13780 -2.29214
N -0.87373 1.77760 -1.70487
C 0.21460 2.50704 -1.98415
H 3.40107 4.59630 -2.63519
H 2.61279 3.39363 -1.69028
H -0.98784 4.80873 -4.10147
H -3.06694 3.46356 -3.60026
H -2.89230 1.54255 -2.05568
H 1.13428 2.17638 -1.51580
*
```



Arrangement x

Molecular formula: C45H47As2CaN7O4PS
Method: DFT, ωB97M-V/def2-TZVPD

Values from the calculation:
LUMO level in eV: -2.26
Orbital gap in eV: 8.01
M in g/mol: 1002.9
HOMO in eV: -10.275

```
! RIJCOSX wB97M-V def2-TZVPD def2/J DEFGRID3
* xyz 1 1
Ca -0.32575 -0.43436 0.41701
O -0.60940 -1.75974 3.27972
N -0.12512 -0.51877 2.83582
C 0.20198 0.20308 3.83139
C 0.75528 1.57734 3.84901
C 0.74407 2.10773 5.14473
C 1.17973 3.39317 5.41677
C 1.65502 4.17295 4.38041
C 1.69222 3.65585 3.09398
C 1.25014 2.37057 2.79436
P 1.47627 1.79035 1.05736
C 3.28376 1.58004 0.97667
C 3.79106 0.29728 1.15690
C 5.16151 0.07738 1.19005
C 6.03595 1.13989 1.02486
C 5.54076 2.42372 0.83683
C 4.17361 2.64421 0.81945
C 1.10110 3.24737 0.03160
C -0.03378 4.01419 0.29727
C -0.41662 5.01894 -0.57621
C 0.31734 5.26211 -1.73065
C 1.43268 4.48918 -2.01312
C 1.82119 3.48339 -1.13778
H -1.36245 -1.98747 2.68906
H 0.02168 -0.23513 4.81151
H 0.37240 1.49252 5.95374
H 1.14903 3.77432 6.42814
H 2.00583 5.17995 4.56282
H 2.07221 4.28174 2.29843
H 3.10745 -0.53920 1.26651
H 5.54702 -0.92279 1.34054
H 7.10388 0.96679 1.04147
H 6.22024 3.25532 0.70575
H 3.79879 3.64778 0.67297
H -0.63144 3.81389 1.17719
H -1.29715 5.60813 -0.35651
H 0.01727 6.05089 -2.40749
H 2.00734 4.65919 -2.91415
H 2.69426 2.88724 -1.37992
N -7.55831 3.54452 -1.86930
C -6.40600 2.96091 -1.43892
C -5.67971 2.11126 -2.28895
C -4.50721 1.53370 -1.86133
C -4.02941 1.79901 -0.57990
C -4.74187 2.63095 0.27726
C -5.91616 3.21247 -0.15002
S -2.59099 1.03554 -0.02099
O -2.13669 1.69519 1.19721
O -1.56476 1.08306 -1.09456
N -2.65568 -0.52492 0.25225
C -3.57694 -1.12872 1.07932
N -4.85797 -0.75989 1.04747
C -5.69049 -1.45974 1.80819
C -5.27706 -2.53083 2.58562
C -3.92371 -2.80878 2.57379
N -3.05566 -2.11097 1.84206
H -7.96237 3.29760 -2.75312
H -8.12882 4.07855 -1.24099
H -6.04514 1.91364 -3.28869
H -3.95847 0.87857 -2.52557
H -4.37015 2.82306 1.27347
H -6.46237 3.86934 0.51481
H -6.73097 -1.15460 1.79344
H -5.97001 -3.10137 3.18447
H -3.51416 -3.60586 3.18476
C 3.48365 -3.35126 1.86952
As 1.68357 -3.14340 1.16409
C 0.74020 -4.44191 2.27426
C 1.79171 -4.24565 -0.45394
C 2.81601 -5.17759 -0.61254
C 2.88949 -5.96771 -1.74990
C 1.93050 -5.84379 -2.74280
C 0.90080 -4.92827 -2.59148
C 0.82360 -4.12273 -1.45667
As -0.62257 -2.84327 -1.27419
C -0.87550 -2.29528 -3.13226
C -2.17002 -4.01011 -1.09426
H 3.66097 -4.37293 2.20449
H 3.60659 -2.67244 2.71309
H 4.21540 -3.08968 1.10459
H 1.23776 -5.40907 2.20440
H -0.28629 -4.54016 1.92122
H 0.72098 -4.09017 3.30363
H 3.57517 -5.29554 0.15060
H 3.69428 -6.68321 -1.85774
H 1.98242 -6.45865 -3.63156
H 0.15881 -4.84087 -3.37635
H -1.32591 -3.10805 -3.70106
H 0.08541 -2.02872 -3.57059
H -1.53734 -1.43017 -3.16219
H -2.20407 -4.71710 -1.92321
H -3.06875 -3.39462 -1.09549
H -2.11156 -4.55365 -0.15283
N 0.05185 2.12757 -3.97741
C 1.29729 1.68714 -4.28373
O 1.94398 2.11845 -5.21655
C 1.86599 0.59586 -3.41498
C 3.02887 -0.05726 -3.80335
C 3.54316 -1.04353 -2.97763
C 2.88828 -1.34427 -1.79175
N 1.77180 -0.72732 -1.40312
C 1.29390 0.21817 -2.21570
H -0.29255 2.91578 -4.49955
H -0.42952 1.87818 -3.12908
H 3.50741 0.22520 -4.73165
H 4.44722 -1.57493 -3.24002
H 3.27673 -2.11509 -1.13789
H 0.39203 0.70127 -1.87672
*
```



Most stable to least stable, the ends of the list are arrangement w and arrangement x.



Arrangement w

Molecular formula: C4H6OS3
Method: DFT, ωB97M-V/def2-TZVPD

Values from the calculation:
LUMO level in eV: -1.78
Orbital gap in eV: 7.17
SMILES string: O[C@@H](CS)C(=S)C=S
M in g/mol: 166.3
HOMO in eV: -8.949

```
! RIJCOSX wB97M-V def2-TZVPD def2/J DEFGRID3
* xyz 0 1
C -1.45907 -0.74762 0.12549
C -0.01146 -0.72006 -0.01256
C 0.41534 0.83152 -0.01354
C 2.09918 1.03250 -0.10000
H -2.80613 1.34109 -0.74325
H -1.76242 -0.62862 1.17252
H -1.84100 -1.81510 -0.03692
H 0.34107 -1.20308 -0.94269
H 1.74358 -1.21076 0.89151
H 2.68456 2.11183 0.34976
O 0.60773 -1.33493 1.03568
S -2.74236 0.09151 -0.98241
S -0.35036 2.24028 0.24343
S 3.08133 0.01145 -0.98702
*
```



Arrangement x

Molecular formula: C4H6OS3
Method: DFT, ωB97M-V/def2-TZVPD

Values from the calculation:
LUMO level in eV: -0.66
Orbital gap in eV: 8.52
SMILES string: O=C[C@@H](S)CC(=S)S
M in g/mol: 166.3
HOMO in eV: -9.174

```
! RIJCOSX wB97M-V def2-TZVPD def2/J DEFGRID3
* xyz 0 1
C -0.93041 -0.28646 0.25612
C 0.24634 0.66990 -0.03059
C 1.58028 -0.03652 0.09278
C -2.25221 0.42145 0.29697
H 0.08143 -2.08485 -0.92057
H -0.79921 -0.87346 1.15945
H 0.10104 1.42845 0.74241
H 0.06217 1.13776 -1.01175
H 3.86839 0.18695 -0.51058
H -3.15648 -0.25373 0.19990
O -2.30503 1.62302 0.54982
S -1.08610 -1.50500 -1.12816
S 2.75746 0.86085 -0.81427
S 1.83233 -1.28835 1.11846
*
```



Most stable to least stable, the ends of the list are arrangement x and arrangement w.